1.
The following is a DFT calculation (ωB97M-V/def2-TZVPD) of a molecular structure, C16H23BN6V at a distorted geometry.

The geometry in XYZ format:
```
47
Properties=species:S:1:pos:R:3:forces:R:3:nbo_charge:R:1
H -0.299463 2.750763 1.077801 0.0 -0.1 -0.1 0.2387
N 0.043389 1.555267 -0.629021 0.4 1.0 -0.5 -0.2870
B 0.683363 0.637555 -2.881372 -0.3 0.2 0.8 0.5405
N 0.575188 1.817220 -1.879186 -0.6 0.1 1.0 -0.3216
C 0.852080 3.130280 -1.988977 -0.2 -0.3 0.7 0.0020
V -0.499646 -0.499981 -0.209567 4.6 2.5 1.1 0.6958
H 1.254647 3.517463 -2.913876 0.0 0.1 0.2 0.2204
C 0.527036 3.742134 -0.776121 0.1 -0.3 -0.3 -0.3572
H 0.633076 4.780450 -0.525983 0.0 0.1 0.0 0.2283
C 0.036928 2.717616 0.052631 0.3 -0.6 -1.3 0.0113
H 1.103189 0.999147 -3.944506 0.0 -0.1 0.0 -0.0249
C -1.530514 -2.096396 0.370870 -2.0 0.2 0.7 -0.6989
H -1.777282 -2.323595 1.412691 0.0 0.0 -0.3 0.2520
H -0.464341 -2.404449 0.205473 -0.3 0.0 0.0 0.2452
H -2.190617 -2.623909 -0.317663 0.1 -0.1 0.1 0.2218
N -0.752837 0.062542 -2.978749 -1.7 -0.7 0.9 -0.2948
N 1.567615 -0.465967 -2.239910 0.1 -1.3 1.1 -0.3056
N -1.434977 -0.372057 -1.829143 -1.9 -0.4 -5.1 -0.3453
N 1.212102 -1.052914 -1.019732 3.3 0.1 -1.8 -0.3523
C -1.557707 -0.086291 -4.035024 -0.3 -0.2 0.3 0.0206
C 2.721170 -1.004209 -2.661655 -0.1 -0.2 0.7 0.0191
H -1.210894 0.204099 -5.016583 -0.1 0.0 0.1 0.2255
H 3.137873 -0.696552 -3.608365 0.1 0.0 0.1 0.2252
C -2.772921 -0.630519 -3.611849 0.0 0.0 -0.2 -0.3493
C 3.165953 -1.923458 -1.707262 -0.2 0.3 -0.2 -0.3506
C -2.671281 -0.805511 -2.235430 2.1 1.0 -0.5 -0.0119
C 2.214325 -1.906690 -0.680660 -0.7 1.1 -1.4 -0.0049
H -3.621236 -0.872909 -4.224562 0.0 0.0 -0.1 0.2321
H 4.056770 -2.517815 -1.754166 0.1 -0.1 0.0 0.2321
H -3.362226 -1.220111 -1.519682 0.0 0.1 -0.1 0.2205
H 2.191691 -2.439733 0.255710 -0.1 0.0 0.0 0.2272
H -1.878945 -0.779250 0.300915 -3.4 -2.5 1.8 0.1795
C 0.786598 1.285065 4.814911 0.2 0.2 0.2 -0.5827
C 0.006175 0.064478 4.334676 -0.1 0.0 0.1 -0.1795
C 0.712829 -1.212405 4.796166 0.1 -0.2 0.1 -0.5813
C -1.417885 0.104517 4.893946 -0.3 0.0 0.2 -0.5806
C -0.086159 0.061256 2.878659 -0.2 -0.1 -1.8 -0.0064
C -0.243147 -0.008984 1.653351 1.0 0.1 3.6 -0.4581
H 0.837569 1.293484 5.910761 0.0 0.0 -0.1 0.1982
H 0.302720 2.210069 4.485673 0.1 -0.1 0.0 0.2097
H 1.808310 1.269890 4.422602 -0.1 0.0 0.0 0.2125
H 0.766142 -1.249185 5.890906 0.0 0.0 -0.1 0.1994
H 0.175360 -2.101397 4.448873 0.1 0.1 0.0 0.2072
H 1.732871 -1.252810 4.399654 -0.1 0.0 0.0 0.2111
H -1.936798 1.008300 4.557025 0.1 -0.1 0.0 0.2120
H -1.991418 -0.764480 4.553240 0.1 0.1 0.0 0.2076
H -1.404778 0.100080 5.990010 0.0 0.0 -0.1 0.1973
```
Forces are in eV/Å.

Output
- Gap between HOMO and LUMO (alpha / beta): 0.2486 / 0.3127 Ha
- Expectation value of S²: 3.77
- Energy: -52266.9104 eV
- Multiplicity: 4

***

2.
The following is a DFT calculation (ωB97M-V/def2-TZVPD) of a single C22H24N4O4 molecule at a distorted geometry.

The geometry in XYZ format:
```
54
Properties=species:S:1:pos:R:3:forces:R:3:nbo_charge:R:1
C 3.652364 -2.132947 2.499472 0.2 -0.2 0.0 -0.2543
O 2.477483 -1.425765 2.827020 -0.2 0.3 0.2 -0.5279
C 2.560076 -0.361829 3.681331 -0.1 0.1 0.1 0.3962
C 3.718242 -0.016399 4.368769 0.1 -0.2 -0.1 -0.3183
C 3.736812 1.081909 5.211225 -0.1 0.0 0.0 -0.1689
C 2.608648 1.866285 5.369457 0.0 0.0 0.1 -0.2452
C 1.457893 1.537666 4.679759 0.0 -0.1 -0.1 -0.1291
C 1.406816 0.424538 3.848165 0.3 0.0 0.0 -0.2299
C 0.121965 0.183498 3.132972 -0.1 -0.1 0.0 0.6738
O -0.613946 1.098184 2.812490 0.0 0.1 0.1 -0.6150
N -0.169582 -1.124264 2.892828 0.0 -0.2 0.1 -0.6091
C -1.292761 -1.619105 2.232420 -0.5 -0.3 0.1 0.2989
C -2.095892 -2.682600 2.603896 0.2 0.2 0.0 -0.3559
C -3.028122 -2.787757 1.569261 0.3 0.1 0.0 -0.0485
N -2.809840 -1.876304 0.641780 -0.6 -0.1 -0.5 -0.2742
N -1.757305 -1.168320 1.042731 0.2 -0.2 0.6 -0.1515
C -1.199436 -0.128303 0.207706 0.2 0.3 -0.6 -0.0696
C -2.133645 0.163421 -0.964074 0.1 0.2 0.1 -0.4005
C -1.503631 1.238092 -1.850875 -0.4 -0.1 0.1 -0.2184
N -0.207511 0.805432 -2.311773 0.1 0.0 0.2 -0.4324
C 0.175528 0.601014 -3.593936 0.1 0.1 -0.1 0.6817
O 1.331831 0.329889 -3.881983 0.2 -0.1 -0.2 -0.6379
C -0.859369 0.724766 -4.645335 0.0 0.2 -0.8 -0.2563
C -2.145257 0.109870 -4.722307 -0.2 0.1 -0.5 -0.2934
C -2.651293 0.453634 -5.933162 -0.3 -0.5 0.7 0.0811
O -1.783447 1.230102 -6.609064 0.2 0.3 -0.3 -0.3986
C -0.689183 1.380123 -5.838993 0.5 -0.1 0.9 0.3573
C 0.443693 2.197593 -6.339582 -0.2 0.0 -0.1 -0.6704
C 0.724678 0.548182 -1.236823 0.4 -0.3 0.1 -0.2289
C 0.176164 -0.549095 -0.326350 -0.1 0.3 0.1 -0.4065
H 4.062318 -2.656444 3.368608 0.0 0.0 0.0 0.1789
H 4.412737 -1.471190 2.075951 0.0 0.0 0.0 0.1850
H 3.351539 -2.862812 1.749383 0.1 0.0 0.1 0.2067
H 4.615974 -0.602724 4.254572 0.1 -0.1 0.0 0.2203
H 4.646853 1.324065 5.739363 0.1 0.0 0.0 0.2173
H 2.627598 2.727288 6.018792 0.0 0.1 0.1 0.2197
H 0.565290 2.138257 4.767610 -0.1 0.0 0.0 0.2373
H 0.432261 -1.823867 3.301630 0.0 0.2 -0.2 0.4239
H -2.017608 -3.276874 3.490785 0.0 -0.1 0.2 0.2236
H -3.839663 -3.480006 1.466538 -0.2 -0.1 -0.1 0.2075
H -1.090520 0.775470 0.820503 -0.1 -0.2 -0.2 0.2474
H -2.288347 -0.753980 -1.532227 -0.1 0.0 -0.1 0.2184
H -3.101460 0.498618 -0.593312 -0.1 0.0 0.0 0.2287
H -1.369152 2.155109 -1.261807 0.0 0.0 -0.1 0.1908
H -2.145020 1.467553 -2.700345 0.1 0.1 0.1 0.2314
H -2.606606 -0.522094 -3.991581 -0.2 -0.1 0.1 0.2301
H -3.578465 0.218234 -6.416140 -0.1 0.0 -0.1 0.2047
H 0.598162 2.007642 -7.399297 0.1 0.0 -0.1 0.2294
H 0.242054 3.261397 -6.209436 0.0 0.1 0.0 0.2230
H 1.339538 1.933401 -5.785297 0.0 0.0 0.0 0.2581
H 0.876041 1.466962 -0.657766 0.0 0.0 0.0 0.1900
H 1.672522 0.247617 -1.686981 -0.1 0.1 0.1 0.2517
H 0.072363 -1.476720 -0.894010 0.0 0.0 0.0 0.2107
H 0.871691 -0.721542 0.496148 0.0 0.0 0.0 0.2173
```
Forces are in eV/Å.

Output
- Gap between HOMO and LUMO: 0.3291 Ha
- SMILES string: COc1ccccc1C(=O)Nc1ccnn1C1CCN(C(=O)c2ccoc2C)CC1
- Energy above the lowest of the compared OMol25 structures with the same formula, charge and spin: 43.3 kcal per mole
- Energy: -37353.9526 eV

***

3.
The following is a DFT calculation (ωB97M-V/def2-TZVPD) of a single C5H10O molecule at a distorted geometry.

The geometry in XYZ format:
```
16
Properties=species:S:1:pos:R:3:forces:R:3:nbo_charge:R:1
C -1.790360 -0.282367 0.701187 0.0 0.0 0.0 -0.6044
C -0.316254 -0.662661 0.632549 0.0 0.1 -0.1 -0.2132
C 0.278493 -0.764128 -0.798300 -0.4 0.5 -0.7 -0.4876
C 1.351363 0.267516 -0.493867 0.1 1.2 -0.7 0.0891
O 0.917487 1.424230 -1.397427 1.6 0.3 0.9 -0.7713
C 0.733092 0.456545 0.913714 0.1 0.3 -0.1 -0.4227
H -2.424710 -1.092687 0.320745 0.1 0.1 0.0 0.2085
H -1.976582 0.603093 0.083672 0.0 -0.1 0.1 0.2072
H -2.116655 -0.059444 1.724217 0.1 0.0 -0.1 0.2054
H -0.143808 -1.535173 1.283241 0.1 0.2 -0.4 0.1988
H -0.118437 0.081483 -1.459226 -1.6 -2.6 0.4 0.2743
H 0.442007 -1.724912 -1.300722 0.1 0.3 0.2 0.2140
H 2.425705 0.127010 -0.616498 -0.1 -0.1 0.1 0.1888
H 1.280358 1.343534 -2.299995 0.1 -0.2 0.7 0.4721
H 1.390339 0.254568 1.769515 0.0 0.1 -0.4 0.2174
H 0.318063 1.460875 1.016086 0.0 -0.1 0.1 0.2236
```
Forces are in eV/Å.

Output
- Gap between HOMO and LUMO: 0.4098 Ha
- SMILES string: C[C@H]1C[C@@H](O)C1
- Energy above the lowest of the compared OMol25 structures with the same formula, charge and spin: 48.8 kcal per mole
- Energy: -7392.6509 eV

***

4.
The following is a DFT calculation (ωB97M-V/def2-TZVPD) of 2 unconnected molecules or ions with the total composition C5H12ClN3 at a distorted geometry.

The geometry in XYZ format:
```
21
Properties=species:S:1:pos:R:3:forces:R:3:nbo_charge:R:1
C -0.112248 -1.060089 -1.271125 0.4 3.7 -2.3 -0.5847
C -1.719256 0.649909 -0.319131 -1.6 -1.3 0.5 -0.6245
C -0.072929 1.431947 -1.957704 -0.4 1.9 1.9 -0.6226
C 1.835364 -1.033510 3.073818 2.0 1.7 0.7 -0.4486
C -0.305417 0.448905 -0.817026 -0.9 -1.1 -0.6 0.1021
N 1.609817 0.182016 2.282177 -1.1 0.6 -0.7 -0.1745
N 0.995983 0.031383 1.225126 0.4 0.6 0.7 0.2129
N 0.659248 0.654413 0.269893 1.0 1.2 -0.1 -0.0104
Cl 0.913792 3.382604 0.846954 -0.1 -1.2 -0.2 -0.5203
H -0.356676 -1.765122 -0.598866 -1.0 -2.1 2.8 0.2058
H -0.736661 -1.197501 -2.138128 -0.3 0.0 -0.4 0.2183
H 0.890757 -1.209008 -1.577984 1.1 -0.1 -0.3 0.2130
H -1.705191 0.733741 0.768031 -0.3 0.5 -0.1 0.2300
H -2.230880 -0.337729 -0.485639 0.0 1.0 0.0 0.2099
H -2.334841 1.451905 -0.805130 0.9 -0.6 0.6 0.2362
H 0.811595 1.182190 -2.429233 1.8 -0.4 -1.4 0.2091
H -0.912126 1.480279 -2.658997 0.2 -0.3 0.3 0.2210
H 0.090097 2.473598 -1.496228 -0.4 -1.5 -0.6 0.2742
H 2.179162 -0.708333 4.122941 -1.1 -0.5 -1.6 0.2286
H 2.746834 -1.446574 2.621129 -0.6 -0.9 0.2 0.2124
H 0.904747 -1.552948 3.004686 0.0 -1.1 0.5 0.2121
```
Forces are in eV/Å.

Output
- Gap between HOMO and LUMO (alpha / beta): 0.2836 / 0.2300 Ha
- Energy above the lowest of the compared OMol25 structures with the same formula, charge and spin: 28.8 kcal per mole
- Energy: -22367.3219 eV